DFT (ωB97M-V/def2-TZVPD) results for a cluster of 4 separate species, C19H40BrClO6 in total at a distorted geometry.

Properties
maximum force	2.8	eV/Å
lowest unoccupied orbital energy	0.3576	eV
DFT total energy	-115200.3912	eV
gap between HOMO and LUMO	9.96	eV
energy relative to the best compared isomer or geometry (same formula, charge and spin)	0.228	eV
structure (SMILES)	CC(C)C[C@@]1(Br)OC(=O)O[C@@H]1Cl.CCOCC.CCOCC.CCOCC

```
67
Properties=species:S:1:pos:R:3:forces:R:3
C -1.554 -7.522 1.032 0.0 0.1 0.3
C -2.332 -6.231 1.252 0.0 0.0 -0.4
C -3.209 -5.962 0.016 0.1 -0.5 0.3
C -1.500 -4.999 1.663 0.0 -0.7 0.6
C -0.109 -4.880 1.081 0.5 0.6 0.2
Br 1.182 -6.012 1.981 -0.2 -0.1 -0.4
O -0.193 -5.034 -0.341 -0.1 -0.2 -0.3
C -0.591 -3.835 -0.833 -1.1 0.7 -2.0
O -1.061 -3.623 -1.929 1.2 -0.5 2.4
O -0.428 -2.862 0.139 -0.2 0.0 -0.6
C 0.382 -3.428 1.123 0.8 -0.3 -0.3
Cl 2.085 -3.235 0.549 -0.1 -0.2 0.3
H -1.097 -7.879 1.946 0.1 -0.1 0.2
H -0.776 -7.401 0.291 0.1 0.0 -0.3
H -2.237 -8.287 0.686 -0.2 -0.2 -0.1
H -2.999 -6.427 2.084 -0.2 0.2 0.3
H -4.172 -6.436 0.167 -0.3 0.0 0.0
H -2.779 -6.445 -0.852 0.2 0.2 -0.4
H -3.378 -4.911 -0.176 0.0 0.2 -0.1
H -1.407 -4.985 2.744 0.1 0.1 0.2
H -2.063 -4.116 1.387 -0.1 0.3 -0.1
H 0.360 -2.947 2.085 -0.5 0.3 0.1
C 0.822 3.526 0.059 -0.1 -0.1 -0.1
C 1.447 2.490 0.979 0.1 0.2 -0.1
O 0.673 1.316 1.133 -0.1 -0.1 0.2
C 0.407 0.586 -0.053 0.0 0.0 -0.1
C 1.651 0.100 -0.774 0.1 0.2 0.0
H -0.172 3.805 0.414 0.0 0.0 0.0
H 1.444 4.421 0.025 0.0 0.0 0.0
H 0.718 3.157 -0.962 0.1 0.0 0.0
H 1.542 2.908 1.982 0.0 -0.1 0.0
H 2.461 2.245 0.645 0.0 0.0 0.0
H -0.225 1.174 -0.730 0.0 0.0 0.0
H -0.189 -0.268 0.262 0.0 0.0 0.1
H 2.270 0.931 -1.119 -0.1 0.0 -0.1
H 1.373 -0.492 -1.646 0.0 0.0 0.0
H 2.260 -0.515 -0.117 0.0 -0.1 0.1
C 0.489 6.140 5.642 0.0 0.0 -0.1
C -1.001 5.946 5.418 0.0 0.0 0.1
O -1.407 6.095 4.071 -0.1 0.1 -0.1
C -0.822 5.199 3.144 0.1 -0.1 -0.1
C -1.096 3.733 3.431 -0.1 0.0 0.1
H 0.803 7.123 5.289 0.0 0.0 0.0
H 0.720 6.061 6.705 0.0 0.0 0.0
H 1.084 5.391 5.118 0.0 0.0 0.0
H -1.552 6.709 5.967 0.0 0.0 0.0
H -1.326 4.977 5.812 0.0 0.0 0.0
H 0.257 5.380 3.066 0.0 0.0 0.0
H -1.253 5.467 2.179 0.0 0.1 0.0
H -0.674 3.415 4.385 0.1 0.0 0.0
H -0.661 3.109 2.651 0.0 0.0 0.0
H -2.170 3.544 3.464 0.0 0.0 0.0
C 2.640 0.752 -6.817 -0.1 0.0 0.0
C 2.590 1.236 -5.377 0.1 -0.1 0.0
O 1.503 2.096 -5.093 0.0 0.2 0.1
C 0.211 1.554 -5.295 -0.1 -0.1 0.0
C -0.081 0.323 -4.455 0.1 0.0 0.0
H 2.676 1.599 -7.502 0.0 0.0 0.0
H 3.526 0.137 -6.973 0.0 0.0 0.0
H 1.769 0.149 -7.077 0.0 0.0 0.0
H 3.483 1.823 -5.162 0.0 0.0 0.0
H 2.598 0.386 -4.685 0.0 0.0 0.0
H 0.043 1.345 -6.357 0.0 0.0 0.0
H -0.478 2.353 -5.022 0.0 0.1 0.0
H 0.581 -0.509 -4.701 0.0 0.0 0.0
H -1.106 -0.010 -4.618 0.0 0.0 0.0
H 0.048 0.550 -3.396 0.0 0.0 0.0
```
Positions in Å, forces in eV/Å.


DFT (ωB97M-V/def2-TZVPD) results for a cluster of 10 separate species, C6H32O12 in total at a distorted geometry.

Properties
maximum force	6.9	eV/Å
lowest unoccupied orbital energy	0.0858	eV
DFT total energy	-31309.2273	eV
gap between HOMO and LUMO	10.25	eV
energy relative to the best compared isomer or geometry (same formula, charge and spin)	3.802	eV
structure (SMILES)	CC[C@@H](C)CC(O)(O)O.O.O.O.O.O.O.O.O.O

```
50
Properties=species:S:1:pos:R:3:forces:R:3
C 2.083 -3.093 1.608 2.4 0.6 -0.2
C 0.855 -2.387 2.057 -3.1 -0.3 0.3
C 0.518 -1.043 1.344 0.8 -1.4 1.0
C -0.165 -1.374 0.049 -1.3 -0.5 -0.3
C -0.194 -0.156 2.330 -2.5 -3.6 0.5
C -0.849 0.985 1.708 -0.9 4.5 -1.2
O -2.120 0.731 1.223 -0.8 -2.6 -0.2
O -0.161 1.750 0.687 3.1 -3.5 -1.9
O -1.033 1.925 2.674 -0.8 2.8 2.5
H 3.023 -2.642 2.125 -1.6 -0.5 -0.6
H 2.170 -4.161 1.835 -0.4 0.1 -0.4
H 2.265 -2.838 0.565 0.1 -0.7 -0.3
H 1.016 -2.312 3.122 -0.5 0.7 0.6
H -0.215 -2.882 1.948 2.4 -0.1 0.2
H 1.472 -0.539 1.193 0.2 0.2 -0.5
H -1.215 -1.727 0.101 0.7 0.3 1.0
H -0.225 -0.621 -0.696 0.1 1.2 -0.5
H 0.243 -2.169 -0.537 1.3 -0.3 0.5
H -1.098 -0.598 2.919 0.4 -0.3 -2.0
H 0.308 -0.354 3.252 1.7 2.4 0.7
H -2.447 1.387 0.584 0.9 0.5 -0.3
H 0.473 1.098 0.102 -2.3 2.4 2.1
H -1.770 2.579 2.462 1.5 -1.5 0.0
O -0.792 -2.861 -2.203 1.8 -1.3 -2.6
H -0.612 -3.332 -1.427 0.2 -1.4 1.4
H -1.555 -2.380 -2.014 -2.7 1.7 0.6
O -2.423 2.569 -0.722 3.1 0.0 1.3
H -3.187 2.600 -1.198 -3.5 0.2 -2.0
H -1.726 2.492 -1.421 -0.2 0.1 1.0
O -2.871 0.673 -2.932 -0.7 1.4 1.7
H -2.795 0.136 -3.673 0.0 -1.6 -2.2
H -1.977 1.001 -2.781 0.3 0.2 0.1
O 2.085 2.766 3.058 3.0 0.4 1.0
H 1.877 2.585 3.956 0.3 -0.3 1.5
H 1.253 2.723 2.708 -3.7 -0.1 -2.3
O -2.980 -1.489 -1.297 -0.3 3.4 2.1
H -2.637 -0.946 -0.465 -1.0 -1.7 -2.2
H -3.446 -0.700 -1.736 1.0 -1.6 0.3
O 1.190 -1.408 -3.128 1.5 5.0 -4.5
H 0.545 -1.028 -3.840 1.8 -1.4 2.2
H 0.737 -2.024 -2.663 -2.9 -3.1 2.1
O 2.133 1.214 -1.976 -0.9 0.6 -0.5
H 2.715 1.255 -1.238 0.8 0.6 1.3
H 2.158 0.291 -2.195 -0.3 -1.2 -0.7
O -0.633 2.165 -2.678 -2.3 0.9 -1.2
H -0.564 2.801 -3.403 0.0 -0.1 0.2
H 0.225 1.916 -2.456 3.0 -0.8 0.9
O 3.484 2.202 0.925 0.9 -1.4 -2.3
H 3.118 2.290 1.807 -0.1 1.3 0.2
H 3.746 2.932 0.336 -0.6 0.0 1.6
```
Positions in Å, forces in eV/Å.